one | Formula: C3H6ClN3
Source: the Open Molecules 2025 dataset
Level of theory: ωB97M-V/def2-TZVPD

```
13
C3H6ClN3, DFT ωB97M-V/def2-TZVPD
C -1.37 0.23 0.01
H -2.29 0.24 0.51
C 0.66 0.73 -0.97
H 1.45 1.22 -0.32
C -0.69 1.31 -0.45
H 0.85 1.12 -1.94
N 0.06 -0.95 1.94
N -0.83 -0.94 -0.27
Cl 1.62 -1.50 1.52
H -0.29 -1.87 2.16
N 0.35 -0.71 -0.86
H 1.16 -1.29 -0.91
H -0.68 2.41 -0.42
```

M, Da: 119.6
LUMO level (spin up / spin down), eV: -0.416 / 0.050
Highest occupied orbital energy (spin up / spin down), eV: -7.287 / -9.011

Here are the Löwdin charges for atoms 1 to 8, given in e: atom 1 (C): -0.24, atom 2 (H): 0.09, atom 3 (C): -0.18, atom 4 (H): 0.13, atom 5 (C): -0.04, atom 6 (H): 0.09, atom 7 (N): -0.38, atom 8 (N): 0.01

***

two | Formula: C3H6ClN3
Source: the Open Molecules 2025 dataset
Level of theory: ωB97M-V/def2-TZVPD

```
13
C3H6ClN3, DFT ωB97M-V/def2-TZVPD
H -2.35 0.49 0.66
C -1.31 0.24 0.77
N 0.64 0.19 -0.56
N -0.29 1.11 0.16
H -1.77 -1.84 0.49
C 0.03 -1.02 -0.60
H 2.01 1.46 -0.76
H 0.65 -1.75 -1.03
C -1.19 -1.03 0.02
H -0.55 1.78 -0.70
Cl 3.17 -0.16 0.57
H -0.93 0.10 1.74
N 1.92 0.42 -0.75
```

M, Da: 119.6
LUMO level (spin up / spin down), eV: 0.094 / 0.094
Highest occupied orbital energy (spin up / spin down), eV: -7.977 / -7.977

Here are the Löwdin charges for atoms 1 to 8, given in e: atom 1 (H): 0.11, atom 2 (C): -0.22, atom 3 (N): -0.29, atom 4 (N): 0.02, atom 5 (H): 0.11, atom 6 (C): -0.10, atom 7 (H): 0.08, atom 8 (H): 0.11

***

Ranked by calculated energy, most stable first: two, one.

***

one | Formula: C14H21N3O
Source: the Open Molecules 2025 dataset
Level of theory: ωB97M-V/def2-TZVPD

```
39
C14H21N3O, DFT ωB97M-V/def2-TZVPD
H -1.56 1.68 2.43
H -0.70 -1.57 1.52
H 2.41 -1.93 3.16
N -0.33 1.11 -0.07
H 1.08 -5.34 -1.40
C 0.23 -3.49 -2.20
H 1.76 -2.90 -0.81
H 0.13 1.40 3.00
N -0.03 -1.74 -0.45
H -0.49 -3.19 -2.91
C 0.02 3.39 -0.67
H -1.00 -0.98 -2.21
C 1.41 -1.81 2.84
H 1.41 -1.77 -2.07
N -0.26 2.46 0.23
H 0.07 4.17 -2.78
O -2.47 0.84 -0.74
H -0.65 2.94 3.60
C 0.40 -4.86 -2.11
C -0.55 2.18 2.76
C 1.14 -2.28 1.61
H -1.23 3.09 -2.24
H 0.56 0.65 0.04
H 0.26 5.62 -0.48
C -0.18 2.92 1.55
C -1.18 -1.04 -1.15
H 1.84 -3.01 1.21
C -0.14 3.32 -2.14
C 0.98 -2.45 -1.36
C -1.36 0.36 -0.64
C 0.01 4.26 1.38
H -2.05 -1.66 -0.92
H -0.22 -5.54 -2.72
H -0.59 -3.31 0.94
C 0.24 4.55 -0.07
C -0.15 -2.28 0.93
H 0.11 4.94 2.19
H 0.38 2.45 -2.63
H 0.69 -1.17 3.40
```

M, Da: 247.3
LUMO level, eV: 0.732
Highest occupied orbital energy, eV: -7.942

Here are the Löwdin charges for atoms 1 to 8, given in e: atom 1 (H): 0.12, atom 2 (H): 0.10, atom 3 (H): 0.04, atom 4 (N): 0.14, atom 5 (H): 0.05, atom 6 (C): -0.14, atom 7 (H): 0.07, atom 8 (H): 0.04

***

two | Formula: C14H21N3O
Source: the Open Molecules 2025 dataset
Level of theory: ωB97M-V/def2-TZVPD

```
39
C14H21N3O, DFT ωB97M-V/def2-TZVPD
C 7.20 -0.81 -0.38
H -4.82 0.46 -0.59
H -1.24 0.65 1.54
H -1.24 0.82 -1.57
H -4.49 -2.51 -1.41
H 8.23 -1.10 -0.55
H -1.49 2.96 -0.43
H -4.04 0.48 1.00
H 6.89 -2.09 1.31
H -4.12 -2.05 1.00
H 0.80 -0.02 1.92
N 6.72 0.10 -1.22
H -2.85 1.50 -1.79
H 5.13 1.24 -1.77
H 2.97 1.27 -0.69
C 5.15 -0.94 0.82
C 4.63 0.02 -0.06
C -5.31 -2.21 -0.78
C -2.18 1.04 -1.06
C -0.90 1.58 1.09
H -2.83 2.34 0.53
H -2.12 -0.79 0.09
C 0.49 1.41 0.48
C 5.48 0.50 -1.06
H -5.68 -1.23 1.09
H -6.00 -1.61 -1.36
O 0.90 2.07 -0.45
C -1.90 2.07 0.04
C -4.16 -0.10 0.08
C 3.27 0.52 0.04
N 2.51 0.06 0.96
H -2.91 -0.92 -1.47
C -4.82 -1.43 0.44
C -2.80 -0.28 -0.59
H 4.52 -1.33 1.60
C 6.45 -1.36 0.65
N 1.23 0.46 1.14
H -0.82 2.33 1.88
H -5.84 -3.11 -0.46
```

M, Da: 247.3
LUMO level, eV: 0.282
Highest occupied orbital energy, eV: -8.761

Here are the Löwdin charges for atoms 1 to 8, given in e: atom 1 (C): -0.15, atom 2 (H): 0.12, atom 3 (H): 0.10, atom 4 (H): 0.11, atom 5 (H): 0.06, atom 6 (H): 0.10, atom 7 (H): 0.11, atom 8 (H): 0.10

***

Ranked by calculated energy, most stable first: two, one.

***

one | Formula: C2H9OS
Source: the Open Molecules 2025 dataset
Level of theory: ωB97M-V/def2-TZVPD

```
13
C2H9OS, DFT ωB97M-V/def2-TZVPD
C -2.08 0.85 -0.29
H -0.14 0.70 1.87
O 2.23 -1.65 -0.58
H 0.26 -0.73 0.91
S -0.25 1.22 -0.45
H -0.03 0.18 -1.30
H 3.14 -1.42 -0.52
H -2.20 -0.22 -0.44
H 2.06 -2.56 -0.77
H 1.44 0.72 1.06
H -2.43 1.23 0.66
H -2.44 1.36 -1.18
C 0.43 0.32 1.02
```

Total charge: +1
M, Da: 81.2
LUMO level, eV: -3.804
Highest occupied orbital energy, eV: -15.403

Here are the Löwdin charges for atoms 1 to 8, given in e: atom 1 (C): -0.22, atom 2 (H): 0.06, atom 3 (O): -0.03, atom 4 (H): 0.05, atom 5 (S): 1.06, atom 6 (H): 0.02, atom 7 (H): 0.04, atom 8 (H): 0.06

***

two | Formula: C2H9OS
Source: the Open Molecules 2025 dataset
Level of theory: ωB97M-V/def2-TZVPD

```
13
C2H9OS, DFT ωB97M-V/def2-TZVPD
S 0.03 1.31 -0.58
H 0.92 0.12 -2.60
H 1.96 1.42 0.71
H 1.22 -0.35 0.75
C -0.02 0.16 -2.03
H -1.88 -0.99 2.06
H 0.47 0.84 1.78
H -0.90 0.58 0.08
H -0.89 0.40 -2.67
C 1.10 0.74 0.84
O -1.11 -1.23 1.50
H -0.86 -2.11 1.85
H -0.05 -0.89 -1.70
```

Total charge: +1
M, Da: 81.2
LUMO level, eV: -4.086
Highest occupied orbital energy, eV: -16.002

Here are the Löwdin charges for atoms 1 to 8, given in e: atom 1 (S): 1.05, atom 2 (H): 0.07, atom 3 (H): 0.06, atom 4 (H): 0.06, atom 5 (C): -0.27, atom 6 (H): 0.08, atom 7 (H): 0.09, atom 8 (H): -0.02

***

three | Formula: C2H9OS
Source: the Open Molecules 2025 dataset
Level of theory: ωB97M-V/def2-TZVPD

```
13
C2H9OS, DFT ωB97M-V/def2-TZVPD
H -1.79 -1.87 -0.75
H 1.65 1.97 -0.96
C 0.64 1.06 0.78
H 0.51 -1.99 2.05
H 1.59 0.70 1.17
H 0.33 1.90 1.40
C 0.70 1.53 -0.61
H -0.06 0.23 0.88
H -1.23 0.65 -0.96
H 0.56 -2.73 1.96
O -1.26 -1.31 -1.34
S -0.63 1.72 -1.55
H -1.01 -1.86 -2.08
```

Total charge: +1
M, Da: 81.2
LUMO level, eV: -6.409
Highest occupied orbital energy, eV: -16.179

Here are the Löwdin charges for atoms 1 to 8, given in e: atom 1 (H): 0.07, atom 2 (H): 0.10, atom 3 (C): -0.11, atom 4 (H): 0.00, atom 5 (H): 0.10, atom 6 (H): 0.12, atom 7 (C): -0.41, atom 8 (H): 0.07

***

Ranked by calculated energy, most stable first: one, two, three.

***

one | Formula: C6H8N2OS
Source: the Open Molecules 2025 dataset
Level of theory: ωB97M-V/def2-TZVPD

```
18
C6H8N2OS, DFT ωB97M-V/def2-TZVPD
C 0.33 -0.38 0.97
O -0.38 -1.59 0.71
H 0.29 0.28 -3.28
C 0.48 0.71 -2.41
H -0.32 2.73 -2.46
H -0.48 -0.62 -1.55
H -1.43 1.44 -1.71
H 1.40 1.15 -2.50
C -0.13 -1.37 2.89
H -0.10 -1.56 3.95
C 0.40 -0.23 2.32
H 0.72 0.62 2.81
N 0.48 -0.28 -1.32
S 0.17 2.12 -0.23
H -1.19 -3.06 2.00
N 0.73 0.37 -0.16
C -0.59 -2.17 1.90
C -0.38 1.84 -1.93
```

M, Da: 156.2
LUMO level, eV: 0.682
Highest occupied orbital energy, eV: -7.506

Here are the Löwdin charges for atoms 1 to 8, given in e: atom 1 (C): -0.28, atom 2 (O): 0.02, atom 3 (H): 0.08, atom 4 (C): -0.25, atom 5 (H): 0.05, atom 6 (H): 0.13, atom 7 (H): 0.09, atom 8 (H): 0.09

***

two | Formula: C6H8N2OS
Source: the Open Molecules 2025 dataset
Level of theory: ωB97M-V/def2-TZVPD

```
18
C6H8N2OS, DFT ωB97M-V/def2-TZVPD
C -2.00 0.60 -0.54
H 3.29 0.98 -0.69
C -2.14 -1.35 0.69
H -0.57 -2.17 1.38
H 3.83 -0.08 0.77
H -2.68 1.41 -1.09
H 1.87 1.20 1.72
C 2.89 0.18 0.10
C 1.68 0.86 0.71
N -0.90 -1.52 0.70
C -0.91 0.31 -1.48
N 0.29 0.47 -1.19
H 2.63 -0.80 -0.37
H -2.80 -2.09 1.11
C 0.50 0.96 0.04
O -2.80 -0.44 -0.13
S -1.02 1.56 0.76
H -1.15 -0.08 -2.48
```

M, Da: 156.2
LUMO level, eV: 0.416
Highest occupied orbital energy, eV: -8.058

Here are the Löwdin charges for atoms 1 to 8, given in e: atom 1 (C): -0.56, atom 2 (H): 0.11, atom 3 (C): -0.26, atom 4 (H): 0.07, atom 5 (H): 0.09, atom 6 (H): 0.16, atom 7 (H): 0.09, atom 8 (C): -0.13

***

Ranked by calculated energy, most stable first: two, one.